ORCA calculation (ωB97M-V with the def2-TZVPD basis set) on a cluster of 2 separate species, C3H7ClO3S in total.

Results
gap between HOMO and LUMO	9.33	eV
relative energy (zero: lowest compared OMol25 entry of this formula, charge and spin)	63.6	kcal per mole
SMILES	C=[S@](C)(=O)O.O=CCl
charge	0

Geometry as XYZ:
```
15
C3H7ClO3S | the Open Molecules 2025 dataset | ωB97M-V with the def2-TZVPD basis set
C 0.062 -0.436 0.959
S 1.041 0.619 0.127
C 2.778 0.240 0.542
O 0.666 2.044 0.279
O 1.344 0.582 -1.526
H 0.538 -1.393 0.814
H -0.906 -0.634 0.804
H 3.272 -0.125 -0.385
H 3.394 1.085 1.016
H 2.566 -0.470 1.407
H 0.564 0.968 -1.995
O -3.005 -1.508 -0.994
C -3.842 -0.759 -0.635
Cl -3.624 0.396 0.654
H -4.848 -0.609 -1.068
```

Here are the Mulliken charges for atoms 1 to 5, given in e:
1 C -0.7676
2 S 1.1277
3 C -0.8468
4 O -0.6449
5 O -0.5378

=====

ORCA calculation (ωB97M-V with the def2-TZVPD basis set) on an isolated molecule of C5H6F2N2.

Results
gap between HOMO and LUMO	9.19	eV
relative energy (zero: lowest compared OMol25 entry of this formula, charge and spin)	42.0	kcal per mole
SMILES	N/C(F)=N/C=C\C=C\F
charge	0

Geometry as XYZ:
```
15
C5H6F2N2 | the Open Molecules 2025 dataset | ωB97M-V with the def2-TZVPD basis set
N -1.818 0.886 -1.295
C -1.251 0.594 -0.126
F -1.812 -0.542 0.293
N -0.274 1.164 0.350
C 0.500 0.600 1.391
C 0.996 -0.653 1.282
C 0.783 -1.592 0.153
C 0.952 -1.162 -1.092
F 0.896 -1.977 -2.138
H -1.702 1.854 -1.657
H -2.619 0.416 -1.492
H 0.727 1.469 2.064
H 1.654 -1.184 2.054
H 0.573 -2.615 0.311
H 0.979 -0.103 -1.278
```

Here are the Mulliken charges for atoms 1 to 5, given in e:
1 N -0.4018
2 C 0.6948
3 F -0.2668
4 N -0.5621
5 C -0.2049